Model a:
The following is a quantum chemistry calculation of 2 unconnected molecules or ions with the total composition C3H6ClOP, from OMol25.

Computed properties:
LUMO energy (alpha / beta) ... -2.7 / -3.2 eV

XYZ file:
```
12
C3H6ClOP ωB97M-V with the def2-TZVPD basis set
C 0.326 -0.622 -0.439
C -0.295 0.123 0.633
C -1.283 1.215 0.367
O -3.956 1.848 -0.348
P -3.058 0.753 0.044
Cl -5.109 -1.366 -0.057
H -0.438 -0.583 -1.353
H 1.239 -0.036 -0.711
H 0.772 -1.601 -0.139
H -0.547 -0.585 1.504
H 0.529 0.620 1.190
H -1.138 1.859 -0.477
```

=====

Model b:
The following is a quantum chemistry calculation of C3H6ClOP in the gas phase, from OMol25.

Computed properties:
SMILES ... C=C[P@](C)(=O)Cl
LUMO energy ... 0.3 eV

XYZ file:
```
12
C3H6ClOP ωB97M-V with the def2-TZVPD basis set
C -0.841 1.084 -1.622
C -0.394 1.035 -0.374
P 0.906 -0.038 0.341
C 0.011 -1.479 1.135
O 1.753 1.225 1.724
Cl 2.190 -0.698 -0.934
H -1.644 1.811 -1.805
H -0.458 0.483 -2.484
H -0.739 1.538 0.540
H 0.014 -2.398 0.556
H 0.192 -1.496 2.171
H -0.988 -1.066 0.754
```

=====

model a is the least stable structure shown above.